(1)
DFT (the ωB97M-V functional and the def2-TZVPD basis) results for a structure of composition C11H17BN6Pb.

2S+1 = 1
HOMO (alpha / beta) = -0.5530 / -0.5547 Eh
Total charge = +2
Frontier orbital gap (alpha / beta) = 4.4 / 4.9 eV
ΔE to the lowest compared entry with this formula, charge and spin = 4.4 kcal/mol

Structure (XYZ):
```
36
Properties=species:S:1:pos:R:3:mulliken_charge:R:1
H 0.291 3.622 2.601 0.270
H -2.700 -0.739 3.000 0.413
C 0.960 0.510 2.461 -1.000
H -0.539 0.606 -3.509 0.449
N -0.303 1.530 -0.407 -0.034
H -3.946 -2.759 1.676 0.438
C -2.518 -2.224 0.075 -0.100
C -0.277 2.554 -2.407 -1.110
H 0.602 -0.481 2.158 0.336
C 1.256 3.655 2.039 -0.891
Pb -0.722 1.945 2.017 1.128
H 3.663 -2.513 -0.376 0.456
H -2.686 -2.873 -0.774 0.440
H -1.294 -1.328 -2.182 -0.095
N -1.573 -0.529 1.195 -0.034
B -0.664 -0.960 -1.212 0.072
H 1.136 0.522 3.547 0.485
N 0.653 -1.827 -1.316 0.552
H 1.546 2.763 1.469 0.182
C -0.413 1.187 -2.607 -0.099
C 0.926 -2.852 -2.169 -0.020
C -3.147 -2.145 1.315 -0.959
H 2.032 3.797 2.800 0.351
N -1.561 -1.264 0.020 -0.104
H 1.213 4.499 1.344 0.378
N -0.404 0.572 -1.400 -0.169
H 2.758 -4.089 -2.419 0.446
H -0.258 3.318 -3.161 0.436
H -0.062 3.668 -0.477 0.340
H 0.182 -3.173 -2.888 0.457
H 1.879 0.722 1.905 0.451
C -2.510 -1.090 1.996 -0.286
C -0.186 2.737 -1.024 0.108
C 2.694 -2.473 -0.859 -0.175
N 1.745 -1.592 -0.514 -0.564
C 2.225 -3.299 -1.919 -0.547
```

***

(2)
DFT (the ωB97M-V functional and the def2-TZVPD basis) results for an isolated molecule of C5H12N2.

2S+1 = 1
HOMO = -0.3227 Eh
Structure (SMILES) = NC[C@@H]1CCCN1
Frontier orbital gap = 9.9 eV
ΔE to the lowest compared entry with this formula, charge and spin = 54.4 kcal/mol

Structure (XYZ):
```
19
Properties=species:S:1:pos:R:3:mulliken_charge:R:1
H -1.231 -2.790 0.018 0.325
H 0.045 -2.268 -1.700 0.276
H -0.246 1.402 2.114 0.276
C -0.406 -1.310 -1.307 -0.288
C -0.114 1.383 0.996 -0.572
H 0.259 -1.636 1.696 0.279
C 0.439 -0.142 -1.079 -0.892
C -1.050 -1.660 -0.002 -0.625
H 0.277 0.780 -1.585 0.423
N 0.919 2.349 0.451 -0.487
H 1.554 2.657 1.158 0.183
H -2.082 -1.227 0.079 0.225
H 1.625 0.011 0.799 0.315
H -1.147 1.485 0.338 0.254
H 1.523 -0.314 -1.433 0.234
N -0.343 -0.907 1.152 -0.549
H -1.092 -1.061 -2.158 0.214
H 0.520 3.131 -0.019 0.173
C 0.550 0.117 0.482 0.235
```

***

(3)
DFT (the ωB97M-V functional and the def2-TZVPD basis) results for a structure of composition C50H67FN5S3SbTi.

2S+1 = 1
HOMO (alpha / beta) = -0.2433 / -0.2433 Eh
Frontier orbital gap (alpha / beta) = 6.6 / 6.6 eV
ΔE to the lowest compared entry with this formula, charge and spin = 5.7 kcal/mol

Structure (XYZ):
```
128
Properties=species:S:1:pos:R:3:mulliken_charge:R:1
H 1.824 2.600 -3.046 0.397
H -0.495 -6.677 -1.412 0.343
C -2.074 -5.362 -0.716 -0.949
H 1.251 -1.126 -3.682 0.520
C 0.160 0.334 -2.558 0.505
H 1.305 4.588 2.000 0.689
H -3.075 2.653 1.318 0.282
C -0.946 1.184 -2.589 0.378
H 2.431 3.640 3.943 0.278
C 4.461 -0.424 -0.476 -0.293
C 3.288 2.972 4.017 -1.585
N 0.407 -1.394 1.980 1.548
C -3.995 -1.164 1.611 0.323
C 3.425 3.958 -0.875 -0.062
H 2.602 0.889 -3.601 0.538
S -1.250 -4.056 0.229 0.503
N 0.989 0.281 -1.411 1.736
H -4.574 -0.753 3.655 0.573
H 1.012 -3.745 5.023 0.409
S -0.614 -5.072 -3.165 -0.080
H -2.948 -4.853 -1.133 0.182
C 3.084 -0.262 -0.452 0.334
H -0.036 5.699 3.732 0.443
N 2.238 -0.566 0.620 2.466
H 1.300 -6.116 -2.204 0.311
Ti 0.458 0.140 0.533 -0.284
H -4.411 -0.185 -2.787 0.199
H -5.479 2.652 -0.584 0.481
C 1.170 -5.369 -2.988 -0.686
H 0.396 -4.788 1.760 0.565
H -4.970 -1.830 -3.081 0.403
H -5.364 1.668 0.870 0.297
H -3.508 -2.120 1.830 0.549
C 1.636 -4.197 0.080 -1.046
C -2.385 -2.143 -2.464 -0.967
C -0.258 4.671 3.469 -0.981
N 0.940 2.012 1.109 1.908
C 0.387 5.039 -1.053 -1.620
C -2.880 2.658 0.243 -1.682
N 2.704 -1.339 1.650 -1.107
H -0.128 -0.904 -5.708 0.395
C 0.856 -3.097 4.168 -0.894
H -2.017 0.707 -5.774 0.424
H -5.999 -0.566 0.974 0.258
F -1.063 0.847 2.359 1.105
H 5.040 0.677 -3.624 0.445
H -2.721 -3.007 -3.049 0.576
H -2.139 -1.352 -3.172 0.021
H -1.154 1.800 -1.723 -0.649
C -0.632 -1.966 2.677 -0.373
C 1.697 -1.737 2.370 -0.817
H -2.004 -6.781 -2.291 0.531
C -4.679 -1.124 -2.295 -1.563
C 4.492 0.977 3.167 -1.635
H -2.550 2.024 -3.739 0.449
H 4.388 0.512 4.151 0.428
H -0.401 5.259 -1.779 0.499
C -0.791 2.129 2.773 0.336
C 1.914 -2.578 3.512 -0.914
H 6.246 -0.199 -1.642 0.412
Sb -2.730 -0.380 0.024 -0.312
C 4.564 3.820 -0.106 -1.419
C 1.259 3.507 -2.824 -2.212
H -3.198 3.635 -0.139 0.557
H 3.472 4.518 -1.803 0.319
H 5.432 1.536 3.166 0.376
C 0.421 -0.430 -3.698 -0.039
C -3.497 -1.695 -1.515 0.834
H 2.323 -4.994 -0.210 0.816
H -5.480 -2.120 0.311 0.306
C 0.498 4.053 2.481 -1.486
C -5.142 1.682 -0.199 -1.603
C -3.961 -0.296 2.870 -0.977
C 3.112 0.525 -2.719 -0.605
H -5.555 -0.946 -1.671 0.335
H 3.263 2.498 5.002 0.471
H 1.160 5.807 -1.149 0.290
H 1.824 4.364 -3.202 0.621
H 5.384 3.059 1.711 0.341
H -4.368 0.701 2.680 0.183
H -1.853 4.482 4.907 0.426
C 2.025 -4.136 -2.686 -1.170
H -3.470 1.607 -1.536 -0.274
C -0.471 -2.797 3.728 -0.392
C -0.357 -0.299 -4.838 -1.126
C 4.489 0.396 -2.734 -1.306
C -3.646 1.534 -0.461 1.455
C -1.722 1.322 -3.734 -1.026
H 4.957 -0.815 0.402 0.431
C 2.173 2.656 0.714 -2.056
C 2.384 0.187 -1.576 0.115
C 0.247 2.732 2.094 0.910
H 0.318 3.463 -3.378 0.425
H -5.740 0.915 -0.685 0.308
H 2.132 -3.598 0.840 0.104
H 4.550 0.182 2.432 0.219
C 0.981 3.649 -1.326 2.548
H 0.238 2.909 -1.043 -1.913
C 2.215 3.393 -0.477 1.220
H 4.197 3.578 3.954 0.315
C -1.425 0.592 -4.875 -1.048
C 3.313 2.552 1.535 1.252
H 2.388 1.307 3.000 -0.749
H -2.954 -0.179 3.267 -0.075
H 1.512 -5.814 -3.924 0.540
C -1.309 -6.083 -1.824 -0.921
H -1.796 2.596 0.110 0.071
H -3.825 -2.562 -0.933 0.411
H 2.063 -3.470 -3.551 0.309
H -1.340 -3.213 4.218 0.523
C 5.169 -0.089 -1.618 -1.093
H 0.255 -5.871 0.383 0.587
S 1.465 -3.085 -1.337 0.130
C 4.495 3.137 1.097 -0.002
H -2.436 -6.119 -0.017 0.568
H 2.937 -2.782 3.800 0.567
C -1.555 2.686 3.762 -1.286
H -0.048 5.113 -0.056 0.316
H -5.939 -1.990 2.005 0.489
C -1.282 4.001 4.124 -0.872
C 3.298 1.901 2.915 1.422
H 5.502 4.251 -0.436 0.384
H 3.046 -4.461 -2.476 0.528
H -1.466 -2.433 -1.951 -0.037
C 0.337 -4.824 0.673 -1.422
H -2.341 2.106 4.229 0.487
H -1.624 -1.720 2.336 -0.441
C -5.430 -1.471 1.186 -1.500
```